(1)
{
  "formula": "C6H5ClFNO2S",
  "method": "the ωB97M-V functional and the def2-TZVPD basis",
  "smiles": "O=[N+]([O-])c1cccc(F)c1Cl.S",
  "spin_multiplicity": 1,
  "relative_energy_ev": 2.235,
  "lumo_energy_ev": -0.9,
  "homo_ev": -9.70,
  "species": ["O", "N", "O", "C", "C", "C", "C", "C", "F", "C", "Cl", "H", "H", "H", "S", "H", "H"],
  "coordinates": [[1.990, 3.189, 0.051], [2.575, 2.500, 0.861], [3.676, 2.751, 1.309], [1.771, 1.449, 1.434], [0.490, 1.315, 0.901], [-0.321, 0.294, 1.225], [0.195, -0.678, 2.141], [1.520, -0.680, 2.474], [2.008, -1.681, 3.217], [2.388, 0.361, 2.153], [3.990, 0.286, 2.655], [-0.038, 2.126, 0.297], [-1.326, 0.073, 0.784], [-0.362, -1.558, 2.337], [-0.408, -0.866, -2.171], [-0.727, 0.074, -2.920], [-1.611, -1.194, -2.053]],
  "nbo_charge": [-0.38, 0.52, -0.36, 0.01, -0.19, -0.19, -0.23, 0.36, -0.30, -0.10, 0.13, 0.27, 0.24, 0.23, -0.23, 0.12, 0.12]
}

(2)
{
  "formula": "C8H7N2O5",
  "method": "the ωB97M-V functional and the def2-TZVPD basis",
  "charge": 1,
  "spin_multiplicity": 1,
  "relative_energy_ev": 3.346,
  "lumo_energy_ev": -5.6,
  "homo_ev": -14.76,
  "species": ["C", "C", "C", "C", "C", "C", "C", "C", "N", "N", "O", "O", "O", "O", "O", "H", "H", "H", "H", "H", "H", "H"],
  "coordinates": [[2.127, -1.027, 0.197], [1.048, -0.256, 0.073], [3.343, -0.068, 0.157], [1.399, 1.145, -0.292], [-1.206, -0.160, -1.284], [-1.410, -0.489, 1.149], [-2.196, 0.775, -0.709], [-2.383, 0.519, 0.745], [2.760, 1.184, -0.055], [-0.703, -0.993, -0.158], [4.485, -0.364, 0.382], [0.646, 2.046, -0.529], [-0.775, -0.246, -2.390], [-1.007, -1.050, 2.118], [-0.658, -2.322, -0.393], [2.149, -2.066, 0.598], [-1.832, 1.854, -0.986], [-3.123, 0.812, -1.224], [-3.404, 0.188, 0.992], [-2.055, 1.361, 1.322], [3.173, 2.050, -0.052], [-0.378, -2.892, 0.341]],
  "nbo_charge": [-0.24, 0.12, 0.67, 0.61, 0.70, 0.74, -0.56, -0.55, -0.63, -0.08, -0.43, -0.51, -0.40, -0.43, -0.47, 0.28, 0.32, 0.30, 0.30, 0.29, 0.44, 0.52]
}

(3)
{
  "formula": "C4H13NO2",
  "method": "the ωB97M-V functional and the def2-TZVPD basis",
  "smiles": "CC(C)=CN.O.O",
  "spin_multiplicity": 1,
  "relative_energy_ev": 2.505,
  "lumo_energy_ev": 0.5,
  "homo_ev": -7.56,
  "species": ["C", "C", "C", "C", "N", "H", "H", "H", "H", "H", "H", "H", "H", "H", "O", "H", "H", "O", "H", "H"],
  "coordinates": [[0.252, 0.855, -1.531], [-0.627, 1.726, -0.580], [-1.390, 2.727, -1.313], [-0.577, 1.552, 0.741], [0.343, 0.624, 1.368], [0.726, -0.166, -1.135], [-0.574, 0.457, -2.382], [1.293, 1.238, -1.938], [-1.828, 2.275, -2.248], [-2.232, 3.159, -0.712], [-0.716, 3.484, -1.847], [-1.148, 2.123, 1.393], [0.035, 0.164, 2.206], [0.952, 0.250, 0.721], [-0.976, -1.745, -0.541], [-0.721, -2.673, -0.920], [-1.672, -1.529, -1.258], [2.597, -3.978, 1.807], [1.637, -4.059, 2.000], [2.937, -4.461, 2.517]],
  "nbo_charge": [-0.67, -0.12, -0.63, 0.01, -0.84, 0.23, 0.20, 0.23, 0.20, 0.22, 0.21, 0.18, 0.38, 0.38, -0.93, 0.46, 0.47, -0.92, 0.46, 0.46]
}

(4)
{
  "formula": "C28H25N5OSY",
  "method": "the ωB97M-V functional and the def2-TZVPD basis",
  "charge": 3,
  "spin_multiplicity": 1,
  "lumo_energy_ev": -9.4,
  "homo_ev": -16.50,
  "species": ["Y", "N", "C", "N", "C", "N", "N", "C", "C", "C", "C", "C", "C", "N", "C", "C", "C", "C", "C", "C", "H", "H", "H", "H", "H", "H", "H", "H", "H", "H", "H", "O", "S", "C", "C", "C", "C", "C", "C", "C", "C", "C", "C", "C", "C", "C", "C", "H", "H", "H", "H", "H", "H", "H", "H", "H", "H", "H", "H", "H", "H"],
  "coordinates": [[0.872, -0.931, -0.650], [-3.589, -1.971, -0.641], [-2.378, -1.587, -0.959], [-1.304, -1.752, -0.197], [-1.480, -2.401, 1.044], [-0.476, -2.654, 1.821], [0.717, -2.255, 1.285], [1.776, -2.646, 1.895], [3.067, -2.309, 1.313], [4.245, -2.710, 1.915], [5.457, -2.412, 1.308], [5.442, -1.720, 0.111], [4.221, -1.348, -0.431], [3.037, -1.622, 0.141], [-2.810, -2.813, 1.453], [-3.059, -3.438, 2.678], [-4.343, -3.825, 3.000], [-5.397, -3.602, 2.111], [-5.172, -2.987, 0.893], [-3.881, -2.599, 0.579], [-4.342, -1.812, -1.299], [-2.265, -1.101, -1.922], [1.710, -3.251, 2.795], [4.211, -3.260, 2.846], [6.390, -2.721, 1.760], [6.356, -1.472, -0.409], [4.197, -0.818, -1.365], [-2.241, -3.614, 3.361], [-4.537, -4.308, 3.947], [-6.398, -3.915, 2.376], [-5.985, -2.814, 0.198], [0.824, 1.000, 0.185], [1.849, 2.135, 0.424], [1.835, 2.875, -1.259], [1.619, 1.709, -2.184], [2.661, 0.944, -2.706], [2.389, -0.227, -3.411], [1.072, -0.650, -3.599], [0.023, 0.157, -3.151], [0.297, 1.338, -2.463], [0.948, 3.383, 1.399], [-0.291, 3.900, 0.746], [-1.486, 3.192, 0.856], [-2.638, 3.678, 0.254], [-2.602, 4.870, -0.459], [-1.416, 5.584, -0.563], [-0.263, 5.102, 0.039], [2.771, 3.422, -1.365], [0.994, 3.564, -1.336], [3.688, 1.253, -2.548], [3.203, -0.808, -3.828], [0.866, -1.553, -4.160], [-0.999, -0.091, -3.417], [-0.511, 1.986, -2.145], [1.706, 4.148, 1.590], [0.763, 2.861, 2.340], [-1.524, 2.285, 1.450], [-3.573, 3.147, 0.371], [-3.505, 5.257, -0.911], [-1.394, 6.527, -1.092], [0.652, 5.682, -0.014]],
  "nbo_charge": [2.19, -0.49, 0.37, -0.76, 0.43, -0.31, -0.43, 0.17, 0.12, -0.17, -0.08, -0.21, 0.09, -0.62, -0.17, -0.12, -0.17, -0.12, -0.24, 0.22, 0.45, 0.21, 0.25, 0.26, 0.27, 0.27, 0.21, 0.25, 0.26, 0.26, 0.24, -1.09, 1.25, -0.61, -0.04, -0.19, -0.20, -0.26, -0.31, -0.14, -0.57, -0.12, -0.22, -0.15, -0.19, -0.18, -0.20, 0.28, 0.29, 0.26, 0.27, 0.28, 0.26, 0.26, 0.28, 0.28, 0.21, 0.22, 0.25, 0.25, 0.23]
}

(5)
{
  "formula": "C25H45INO7P",
  "method": "the ωB97M-V functional and the def2-TZVPD basis",
  "smiles": "CCP(C)C1=C(N(C(C)=O)C(C)=O)C(=O)C(CCCI)=CC1=O.CC(C)O.CC(C)O.CC(C)O",
  "spin_multiplicity": 1,
  "lumo_energy_ev": -2.0,
  "homo_ev": -8.01,
  "species": ["C", "C", "P", "C", "C", "C", "N", "C", "C", "O", "C", "C", "O", "C", "O", "C", "C", "C", "C", "I", "C", "C", "O", "H", "H", "H", "H", "H", "H", "H", "H", "H", "H", "H", "H", "H", "H", "H", "H", "H", "H", "H", "H", "H", "C", "C", "C", "O", "H", "H", "H", "H", "H", "H", "H", "H", "C", "C", "C", "O", "H", "H", "H", "H", "H", "H", "H", "H", "C", "C", "C", "O", "H", "H", "H", "H", "H", "H", "H", "H"],
  "coordinates": [[0.856, -0.526, 3.321], [-0.756, -0.234, 3.216], [-1.327, 0.548, 1.569], [-0.588, -0.513, 0.112], [-0.660, 2.368, 1.382], [-1.595, 3.548, 1.578], [-3.023, 3.228, 1.960], [-3.874, 2.819, 0.777], [-3.539, 3.079, -0.807], [-5.054, 2.210, 1.075], [-3.678, 4.324, 2.771], [-4.682, 5.354, 1.928], [-3.539, 4.540, 4.082], [-0.950, 5.037, 1.348], [-1.650, 6.164, 1.078], [0.709, 5.247, 1.386], [1.375, 6.740, 1.582], [2.769, 6.944, 0.724], [2.564, 6.953, -0.907], [1.158, 8.534, -1.601], [1.645, 4.100, 1.202], [0.948, 2.593, 1.004], [1.769, 1.630, 0.579], [0.976, -1.680, 3.577], [1.277, 0.065, 4.245], [1.451, -0.344, 2.329], [-1.365, -1.251, 3.343], [-1.171, 0.475, 4.081], [-1.196, -1.522, 0.050], [-0.743, 0.161, -0.855], [0.582, -0.683, 0.235], [-4.059, 4.057, -1.250], [-2.388, 3.034, -1.047], [-4.038, 2.174, -1.403], [-4.218, 5.668, 0.890], [-4.820, 6.293, 2.620], [-5.700, 4.802, 1.673], [1.640, 6.878, 2.728], [0.594, 7.561, 1.265], [3.628, 6.201, 1.086], [3.168, 8.031, 1.017], [3.614, 7.266, -1.370], [2.263, 5.914, -1.361], [2.817, 4.167, 1.191], [-2.804, -0.994, -4.911], [-2.194, 0.172, -4.149], [-1.471, 1.128, -5.085], [-1.274, -0.327, -3.181], [-2.030, -1.575, -5.425], [-3.310, -1.680, -4.224], [-3.529, -0.644, -5.654], [-2.980, 0.709, -3.608], [-0.650, 0.622, -5.604], [-1.027, 1.955, -4.521], [-2.156, 1.541, -5.832], [-0.573, -0.806, -3.653], [0.225, -5.807, -0.450], [0.213, -4.469, -1.172], [0.197, -4.654, -2.681], [1.368, -3.722, -0.800], [1.119, -6.385, -0.709], [0.249, -5.659, 0.635], [-0.660, -6.400, -0.703], [-0.664, -3.891, -0.862], [1.090, -5.191, -3.020], [0.201, -3.683, -3.187], [-0.688, -5.212, -3.001], [2.153, -4.227, -1.071], [4.104, -6.617, 2.391], [3.450, -7.723, 1.578], [4.244, -9.017, 1.662], [3.356, -7.315, 0.215], [5.110, -6.398, 2.016], [3.529, -5.689, 2.310], [4.177, -6.894, 3.447], [2.431, -7.893, 1.940], [5.256, -8.883, 1.261], [3.769, -9.800, 1.062], [4.322, -9.366, 2.696], [4.256, -7.162, -0.115]],
  "lowdin_charge": [-0.18, -0.44, 0.92, -0.30, -0.17, -0.10, 0.01, -0.30, -0.03, -0.05, -0.26, -0.03, -0.01, -0.10, -0.04, -0.07, -0.18, -0.30, -0.62, 0.65, 0.05, -0.20, -0.06, 0.08, 0.08, 0.05, 0.09, 0.09, 0.05, 0.04, 0.05, 0.11, 0.08, 0.10, 0.08, 0.10, 0.10, 0.13, 0.08, 0.11, 0.12, 0.06, 0.06, 0.12, -0.06, -0.50, -0.06, -0.08, 0.08, 0.08, 0.08, 0.13, 0.08, 0.08, 0.08, 0.09, -0.06, -0.50, -0.06, -0.07, 0.07, 0.08, 0.08, 0.13, 0.08, 0.07, 0.08, 0.09, -0.06, -0.50, -0.07, -0.07, 0.08, 0.08, 0.08, 0.14, 0.08, 0.08, 0.08, 0.09]
}

(6)
{
  "formula": "C22H30BrN3O2S",
  "method": "the ωB97M-V functional and the def2-TZVPD basis",
  "smiles": "O=NOCc1cccc2c1Sc1ccc(CCCBr)cc1N2.CCN(CC)CC",
  "spin_multiplicity": 1,
  "lumo_energy_ev": -0.5,
  "homo_ev": -7.71,
  "species": ["O", "N", "O", "C", "C", "C", "C", "C", "C", "C", "S", "C", "C", "C", "C", "C", "C", "C", "Br", "C", "C", "N", "H", "H", "H", "H", "H", "H", "H", "H", "H", "H", "H", "H", "H", "H", "H", "C", "C", "N", "C", "C", "C", "C", "H", "H", "H", "H", "H", "H", "H", "H", "H", "H", "H", "H", "H", "H", "H"],
  "coordinates": [[-0.069, -4.229, 3.582], [-0.552, -3.127, 3.330], [0.445, -2.236, 3.030], [0.570, -2.301, 1.565], [0.203, -0.902, 0.779], [1.125, -0.459, -0.533], [0.799, 0.896, -1.404], [-0.474, 1.867, -0.943], [-1.436, 1.478, 0.360], [-1.050, 0.074, 1.183], [-2.239, -0.321, 2.627], [-3.932, 0.143, 1.871], [-5.268, -0.778, 2.109], [-6.684, -0.353, 1.389], [-6.663, 0.998, 0.434], [-8.100, 1.365, -0.319], [-8.928, 0.041, -0.816], [-8.185, -0.855, -1.970], [-6.756, 0.095, -2.998], [-5.329, 1.939, 0.218], [-3.893, 1.530, 0.935], [-2.599, 2.354, 0.766], [1.622, -2.697, 1.222], [-0.222, -3.105, 1.181], [2.007, -1.200, -0.833], [1.441, 1.196, -2.361], [-0.658, 2.825, -1.613], [-5.143, -1.732, 2.796], [-7.617, -1.029, 1.594], [-8.786, 1.960, 0.441], [-7.879, 2.137, -1.202], [-9.161, -0.707, 0.085], [-10.005, 0.360, -1.219], [-9.030, -1.143, -2.762], [-7.827, -1.902, -1.525], [-5.426, 2.895, -0.450], [-2.792, 3.019, -0.036], [5.167, 1.606, 1.182], [5.549, 0.209, 0.697], [5.517, 0.041, -0.759], [5.666, -1.358, -1.179], [6.993, -2.047, -0.874], [6.300, 1.005, -1.538], [7.800, 1.073, -1.267], [4.160, 1.878, 0.850], [5.179, 1.631, 2.277], [5.870, 2.369, 0.836], [4.835, -0.493, 1.150], [6.533, -0.041, 1.108], [5.468, -1.436, -2.255], [4.866, -1.940, -0.705], [7.776, -1.736, -1.568], [6.878, -3.133, -0.995], [7.338, -1.869, 0.147], [5.877, 2.005, -1.378], [6.144, 0.821, -2.609], [8.039, 1.023, -0.202], [8.201, 2.020, -1.644], [8.336, 0.276, -1.785]],
  "nbo_charge": [-0.26, 0.39, -0.41, -0.15, -0.04, -0.24, -0.22, -0.27, 0.18, -0.18, 0.26, -0.20, -0.20, -0.27, 0.02, -0.46, -0.43, -0.47, 0.00, -0.27, 0.18, -0.63, 0.23, 0.22, 0.24, 0.25, 0.23, 0.25, 0.24, 0.24, 0.24, 0.22, 0.23, 0.23, 0.24, 0.24, 0.39, -0.62, -0.21, -0.45, -0.21, -0.64, -0.22, -0.64, 0.22, 0.21, 0.20, 0.20, 0.16, 0.19, 0.18, 0.20, 0.21, 0.21, 0.19, 0.20, 0.21, 0.21, 0.20]
}

(7)
{
  "formula": "C4H6Br4",
  "method": "the ωB97M-V functional and the def2-TZVPD basis",
  "spin_multiplicity": 1,
  "relative_energy_ev": 1.365,
  "lumo_energy_ev": 0.4,
  "homo_ev": -10.02,
  "species": ["C", "C", "C", "C", "Br", "Br", "Br", "Br", "H", "H", "H", "H", "H", "H"],
  "coordinates": [[1.669, 0.970, -0.581], [-1.818, -0.994, 0.416], [-0.083, -0.693, -0.004], [0.301, 0.847, 0.009], [-2.014, -2.590, 1.417], [0.273, -1.498, -1.778], [0.343, 1.336, 1.865], [-1.016, 1.904, -0.858], [1.743, 0.956, -1.618], [2.271, 1.887, -0.271], [2.237, 0.099, -0.162], [-1.918, -0.245, 1.131], [-2.470, -0.882, -0.453], [0.482, -1.098, 0.889]],
  "nbo_charge": [-0.67, -0.45, -0.29, -0.21, 0.04, 0.03, 0.07, 0.08, 0.24, 0.24, 0.23, 0.21, 0.24, 0.24]
}

no.,HOMO-LUMO gap (eV)
1,8.8
2,9.2
3,8.1
4,7.1
5,6.0
6,7.2
7,10.5